[1]
The following is a quantum chemistry calculation of a structure of composition C24H59Cl2FN10O11P3S at a distorted geometry, from OMol25.

Calculated values
- HOMO energy (eV) = -4.300
- frontier orbital gap (eV) = 5.93
- multiplicity = 1
- charge = -1

The geometry in XYZ format:
```
111
C24H59Cl2FN10O11P3S ωB97M-V/def2-TZVPD
C -0.4040 2.7532 5.5009
C -0.7463 1.5775 4.5613
C -2.1044 1.8024 3.9138
C -2.6043 0.6428 3.0329
C -1.5456 0.1313 2.0449
P -2.2674 -0.2852 0.2979
C -3.1590 -0.4809 -1.4164
C -3.6473 0.8408 -1.8812
O -4.7636 1.3063 -1.5976
C -3.5674 -1.4632 1.0986
C -4.9833 -0.8981 1.1725
F -3.6797 -2.6725 0.3573
O -1.2769 -1.7331 0.0779
C -0.0988 -1.6114 -0.6239
C -0.2519 -2.3910 -2.0135
S -0.0531 -4.1996 -1.7745
C 0.8670 -4.9154 -3.1726
C 1.4836 -3.9121 -4.1435
P 1.0946 -2.7292 0.3685
P 0.6387 -2.8930 2.4786
O -0.7399 -3.2291 2.8125
O 1.2300 -1.6566 3.3760
O 1.6184 -4.1271 2.9028
C 0.2440 -0.0759 -0.7420
C 1.2730 0.3526 0.3270
C 2.7803 0.2322 -0.0127
C 0.7094 0.4816 -2.1180
Cl -0.4613 0.1218 -3.4314
C 1.0416 2.0257 -2.0172
C 2.4040 2.2726 -2.6551
Cl -0.0750 3.1401 -2.9073
O -0.9374 0.6239 -0.4522
H -0.0983 3.6258 4.9263
H -1.3046 3.0423 6.0452
H 0.3575 2.4845 6.2301
H 0.0343 1.5438 3.8055
H -0.7493 0.6674 5.1581
H -2.8301 1.9224 4.7249
H -2.1169 2.7439 3.3585
H -3.4944 0.9991 2.5161
H -2.8647 -0.1574 3.7268
H -0.8452 0.9487 1.8946
H -1.0585 -0.7318 2.4944
H -3.0500 0.9145 0.4654
H -4.0331 -1.1233 -1.3565
H -2.5183 -0.8644 -2.2043
H -2.9739 1.4558 -2.5117
H -3.2222 -1.7843 2.0784
H -5.4522 -1.1613 2.1198
H -4.9964 0.1777 1.0242
H -5.5991 -1.3177 0.3789
H -1.2515 -2.2564 -2.3953
H 0.4991 -1.9983 -2.6876
H 0.2552 -5.6257 -3.7272
H 1.6817 -5.4865 -2.7287
H 1.8323 -4.4256 -5.0381
H 2.3607 -3.4597 -3.6803
H 0.7981 -3.1175 -4.4226
H 2.3780 -2.1369 0.4643
H 2.1875 -1.6527 3.2818
H 2.4448 -3.8205 3.2800
H 1.0725 1.3877 0.5906
H 1.0735 -0.1958 1.2424
H 3.2167 1.2172 -0.1268
H 2.9992 -0.4202 -0.8552
H 3.2910 -0.2052 0.8409
H 1.6092 0.0072 -2.4997
H 0.9579 2.3874 -1.0040
H 2.3686 1.8544 -3.6624
H 3.2028 1.7619 -2.1257
H 2.5860 3.3379 -2.7506
C 6.6673 1.0085 0.4656
O 5.6183 0.7810 1.0444
N 7.5487 1.9592 0.8848
N 7.0374 0.3123 -0.6600
H 8.4149 2.1494 0.4207
H 7.3107 2.4898 1.7083
H 6.4071 -0.3927 -0.9915
H 7.8907 0.4814 -1.1553
C -2.9768 -3.1342 -4.8946
O -2.5054 -2.0573 -4.5826
N -3.9757 -3.2460 -5.8325
N -2.5553 -4.3155 -4.3541
H -4.3810 -4.1201 -6.1033
H -4.3114 -2.3977 -6.2461
H -1.8324 -4.2850 -3.6493
H -2.9344 -5.2025 -4.6222
C 0.3000 4.4199 -7.4702
O 0.8923 4.9861 -8.3757
N -0.9012 4.8646 -6.9873
N 0.7798 3.2988 -6.8591
H -1.3941 4.4122 -6.2404
H -1.2887 5.6871 -7.4063
H 1.6584 2.9394 -7.1772
H 0.2959 2.8314 -6.1140
C -7.6791 -0.3010 4.5049
O -6.4701 -0.2270 4.5201
N -8.4746 0.7234 4.0564
N -8.3570 -1.4192 4.9271
H -9.4739 0.6758 4.0286
H -8.0109 1.5488 3.7271
H -7.8056 -2.1907 5.2507
H -9.3546 -1.4985 4.9130
C 8.3307 2.7072 4.4313
O 8.2009 3.2947 3.3691
N 7.2617 2.2785 5.1605
N 9.5589 2.4331 4.9675
H 7.3479 1.7914 6.0311
H 6.3474 2.4571 4.7874
H 10.3631 2.7354 4.4525
H 9.6844 1.9515 5.8363
```

=====

[2]
The following is a quantum chemistry calculation of an isolated molecule of C5H10O, from OMol25.

Calculated values
- energy above the lowest of the compared OMol25 structures with the same formula, charge and spin (kJ/mol) = 50.7
- HOMO energy (eV) = -9.460
- frontier orbital gap (eV) = 10.60
- multiplicity = 1
- charge = 0

The geometry in XYZ format:
```
16
C5H10O ωB97M-V/def2-TZVPD
C -1.0274 -1.0171 1.2844
C -0.0612 -0.5536 0.2093
C -0.5813 0.2957 -0.9587
C 0.7550 0.7985 -1.5193
O 1.6525 0.9034 -0.4122
C 0.9692 0.4390 0.7354
H -1.8185 -1.6641 0.8937
H -0.4770 -1.5862 2.0434
H -1.4943 -0.1623 1.7876
H 0.4633 -1.4224 -0.2172
H -1.1590 -0.2457 -1.7151
H -1.2088 1.1047 -0.5594
H 0.7316 1.7615 -2.0416
H 1.1396 0.0362 -2.2096
H 1.6900 0.0433 1.4568
H 0.4262 1.2692 1.2225
```

=====

[3]
The following is a quantum chemistry calculation of an isolated molecule of C8H6F3NO2 at a distorted geometry, from OMol25.

Calculated values
- energy above the lowest of the compared OMol25 structures with the same formula, charge and spin (kJ/mol) = 287.2
- HOMO energy (eV) = -10.029
- frontier orbital gap (eV) = 9.88
- multiplicity = 1
- charge = 0

The geometry in XYZ format:
```
20
C8H6F3NO2 ωB97M-V/def2-TZVPD
O -0.7795 -2.5594 -1.8964
N -0.6371 -1.7135 -2.7485
O -1.4781 -1.3555 -3.5315
C 0.7442 -1.1468 -3.0530
F 0.7604 -1.0058 -4.4229
C 1.0354 0.2104 -2.3626
F 0.7256 1.2767 -3.1757
F 2.3425 0.2036 -2.2771
C 0.4798 0.3441 -1.0060
C 1.1760 0.1060 0.1491
C 0.5577 0.2141 1.4069
C -0.8164 0.5223 1.4638
C -1.4874 0.7775 0.2784
C -0.8528 0.5712 -0.9453
H 1.5953 -1.8765 -2.9442
H 2.2688 -0.0195 0.0257
H 1.3410 0.2014 2.1811
H -1.4048 0.6827 2.3050
H -2.5085 1.0779 0.4690
H -1.4817 0.9216 -1.7834
```

=====

[4]
The following is a quantum chemistry calculation of a structure of composition C22H22IN2O3STeW, from OMol25.

Calculated values
- energy above the lowest of the compared OMol25 structures with the same formula, charge and spin (kJ/mol) = 10.8
- HOMO energy (alpha / beta) (eV) = -10.662 / -10.610
- frontier orbital gap (alpha / beta) (eV) = 6.75 / 5.68
- multiplicity = 3
- charge = +1

The geometry in XYZ format:
```
53
C22H22IN2O3STeW ωB97M-V/def2-TZVPD
W -0.5857 0.0364 0.0795
C 3.5478 -1.7322 0.7362
C 2.8492 -1.4791 2.0352
N 3.4666 -1.7645 3.1664
C 2.8361 -1.5592 4.3293
C 1.5536 -1.0706 4.4371
C 0.9146 -0.8651 5.7815
O 0.5706 0.5148 5.9303
C 0.8714 -0.7579 3.2475
C -0.4815 -0.2391 3.2691
N -1.1025 0.0206 2.1839
C -2.3996 0.5499 2.0083
C -3.3699 0.9285 2.9178
C -4.5470 1.4282 2.3791
C -4.7245 1.5363 0.9972
C -3.7350 1.1426 0.1071
C -2.5412 0.6484 0.6263
I 0.0868 0.5549 -2.4632
C 1.5441 -0.9525 2.0434
O 0.9998 -0.6353 0.8517
H 4.5496 -2.1025 0.9355
H 3.6046 -0.8207 0.1400
H 3.0027 -2.4688 0.1432
H 3.3991 -1.8090 5.2218
H 1.6052 -1.1875 6.5615
H 0.0107 -1.4771 5.8710
H 0.6701 0.7702 6.8521
H -0.9664 -0.0669 4.2264
H -3.2363 0.8404 3.9875
H -5.3472 1.7346 3.0389
H -5.6592 1.9274 0.6187
H -3.8945 1.2206 -0.9606
Te -2.0164 -2.0353 -0.6126
C 5.4875 1.1275 3.7979
C 4.4011 1.6226 2.8887
C 3.1363 1.9397 3.3884
C 2.1221 2.3583 2.5479
C 2.3767 2.4623 1.1852
C 3.6243 2.1527 0.6606
C 4.6312 1.7433 1.5193
S 1.1038 2.9147 0.0509
C 0.6574 4.5311 0.6531
O -0.1264 2.0883 0.5067
H 5.2499 1.3209 4.8423
H 6.4395 1.6036 3.5654
H 5.6167 0.0507 3.6721
H 2.9393 1.8419 4.4485
H 1.1385 2.5786 2.9457
H 3.8011 2.2213 -0.4058
H 5.6062 1.4968 1.1184
H 0.3847 4.4673 1.7038
H -0.1840 4.8711 0.0527
H 1.5142 5.1872 0.5096
```

=====

[5]
The following is a quantum chemistry calculation of a structure of composition C47H46F3N8O2S5SbSn at a distorted geometry, from OMol25.

Calculated values
- energy above the lowest of the compared OMol25 structures with the same formula, charge and spin (kJ/mol) = 133.0
- HOMO energy (alpha / beta) (eV) = -10.536 / -10.555
- frontier orbital gap (alpha / beta) (eV) = 7.83 / 5.83
- multiplicity = 2
- charge = +1

The geometry in XYZ format:
```
113
C47H46F3N8O2S5SbSn ωB97M-V/def2-TZVPD
Sn 0.1439 -0.0866 -1.2081
S 2.5821 -0.0782 -0.8051
S 2.7618 -1.6162 0.5109
S 2.8282 -3.3858 -0.6556
S 1.1480 -3.2200 -1.8039
O 0.1575 1.2233 0.9578
N 0.5899 0.7941 2.0923
C 1.8862 0.6989 2.4659
C 2.2683 0.2594 3.7367
C 1.3015 -0.0048 4.7005
C -0.0492 0.2279 4.3424
C -0.3603 0.5793 3.0529
H 2.6263 0.8655 1.6780
H 3.3054 0.1362 3.8836
H 1.5171 -0.4584 5.6837
H -0.8524 -0.0143 5.0417
H -1.3270 0.7187 2.6475
N -7.2978 -2.8266 -2.0896
C -6.3447 -2.2184 -2.2485
C -5.2511 -1.2198 -2.3141
C -5.4207 0.0528 -1.8339
C -4.3806 0.9409 -1.9418
N -3.1939 0.5609 -2.4680
C -3.0698 -0.6867 -2.8990
C -4.0917 -1.6030 -2.8871
H -6.3621 0.3913 -1.4528
H -4.5368 1.9532 -1.6216
H -2.0850 -0.8817 -3.3322
H -3.9183 -2.6026 -3.2688
F -4.1120 -9.0891 3.8901
C -3.6567 -7.9802 3.3688
C -2.6442 -7.3204 4.0355
C -2.1892 -6.1795 3.4108
C -2.7530 -5.6435 2.2742
C -3.8218 -6.3415 1.7269
C -4.3203 -7.4956 2.2826
Sb -2.0422 -3.7698 1.3205
C -3.3369 -2.4847 2.4368
C -3.4930 -1.1429 2.0303
C -4.3183 -0.2761 2.7783
C -4.8676 -0.6671 3.9931
F -5.5859 0.2094 4.6961
C -4.7562 -2.0226 4.3633
C -4.0839 -2.8877 3.5492
C -0.2797 -3.7474 2.4908
C -0.1983 -3.3499 3.8004
C 0.9065 -3.6000 4.6629
C 1.9630 -4.2720 4.1257
F 3.0226 -4.5564 4.8858
C 2.0118 -4.6197 2.7669
C 0.9001 -4.4178 1.9637
H -2.0965 -7.7112 4.8619
H -1.2861 -5.7434 3.8698
H -4.2056 -5.9054 0.8185
H -5.1435 -8.0498 1.8451
H -3.1521 -0.7275 1.0784
H -4.4234 0.7507 2.4568
H -5.2846 -2.2743 5.2610
H -3.9575 -3.9408 3.8429
H -1.1436 -2.9679 4.2079
H 0.7485 -3.3271 5.6538
H 2.9869 -4.9976 2.4011
H 0.8920 -4.7556 0.9328
C 3.3372 -1.6766 -4.0019
N 3.1603 -0.4774 -4.8257
C 4.2211 -0.3701 -5.8427
C 2.1057 0.2878 -4.8301
S 0.6573 -0.4286 -4.1928
N 2.1590 1.5447 -5.3330
C 1.0769 2.2475 -5.9891
C 3.3624 2.3088 -5.0273
H 4.4405 -1.8188 -3.9435
H 2.8211 -2.5350 -4.4085
H 2.8673 -1.5381 -3.0163
H 4.3782 -1.3515 -6.2532
H 5.1257 -0.0831 -5.3468
H 3.9222 0.3271 -6.6350
H 0.1565 1.9679 -5.5045
H 0.9770 2.0481 -7.0757
H 1.2426 3.3191 -5.7951
H 3.8684 1.9315 -4.2138
H 3.0837 3.3799 -4.8818
H 4.1551 2.4265 -5.8295
C 0.5784 4.1003 3.2918
C 1.3635 4.6675 2.1871
C 0.9003 5.8532 1.6671
C 1.5339 6.4581 0.5889
C 2.6226 5.7715 -0.0076
N 3.3265 6.5004 -1.0408
C 3.9076 6.0291 -2.2005
O 4.7449 6.6822 -2.7618
N 3.4951 4.7759 -2.5960
C 2.1835 4.2603 -2.5481
C 1.0235 4.9558 -2.8833
C -0.1525 4.2780 -2.8372
C -0.2771 3.0047 -2.3578
N 0.8423 2.3051 -2.0355
C 2.0020 2.8929 -2.2003
C 3.0525 4.5497 0.4804
C 2.4198 4.0411 1.5825
H 0.9647 3.1826 3.7167
H -0.4829 3.9841 2.9793
H 0.5830 4.7704 4.1461
H 0.1123 6.3661 2.1427
H 1.2072 7.4024 0.2337
H 3.7086 7.3639 -0.7141
H 3.9841 4.5082 -3.4351
H 1.0880 5.9510 -3.1952
H -1.0802 4.8341 -3.1019
H -1.1966 2.4221 -2.3451
H 2.8625 2.2170 -1.9257
H 3.8942 4.0482 0.0774
H 2.8160 3.1196 1.9919
```

=====

[6]
The following is a quantum chemistry calculation of a cluster of 5 separate species, C20H43Br2FINO8P in total at a distorted geometry, from OMol25.

Calculated values
- HOMO energy (eV) = -6.092
- frontier orbital gap (eV) = 8.33
- multiplicity = 1
- charge = -1

The geometry in XYZ format:
```
77
C20H43Br2FINO8P ωB97M-V/def2-TZVPD
C 2.9754 -3.7807 -0.5885
C 1.6408 -3.4251 0.0472
I 1.6256 -4.3227 2.0478
C 1.3547 -1.9317 0.1681
P 0.3926 -1.1641 -1.2512
C 1.7267 0.0857 -1.7413
C 3.0778 -0.4826 -2.2030
C 3.1282 -0.7800 -3.7036
Br 4.8483 -0.3410 -4.4986
O 0.9230 -2.4628 -2.4176
C 0.3242 -2.4046 -3.5326
N -0.1391 -2.4480 -4.5935
O -0.9890 -2.1571 -0.8646
C -2.0997 -1.3088 -0.7041
C -3.0650 -1.4544 -1.8891
C -3.7990 -2.7573 -1.7069
C -4.2437 -3.5319 -3.0555
O -3.0753 -3.8248 -2.0102
C -1.5967 0.1155 -0.3381
F -2.2458 0.5212 0.8228
Br -2.0640 1.5634 -1.6119
O -0.3000 0.0328 -0.0994
H 2.8879 -3.7233 -1.6719
H 3.7447 -3.0797 -0.2633
H 3.3144 -4.7760 -0.3181
H 0.8339 -3.9331 -0.4665
H 0.6947 -1.8080 1.0196
H 2.2553 -1.3648 0.4004
H -0.4297 -0.6487 -2.3077
H 1.3509 0.7438 -2.5253
H 1.9176 0.7210 -0.8766
H 3.8321 0.2824 -2.0114
H 3.3899 -1.3613 -1.6455
H 2.3293 -0.2846 -4.2444
H 2.9887 -1.8426 -3.8744
H -2.6140 -1.7229 0.1695
H -2.4953 -1.5626 -2.8096
H -3.8100 -0.6605 -1.9236
H -4.5288 -2.7945 -0.9035
H -3.9676 -2.6143 -3.6319
H -3.8087 -4.1774 -3.8202
C -0.7463 1.8629 3.6805
C -0.9008 3.2090 2.9977
O 0.0354 3.3642 1.9377
H 0.2667 1.7507 4.0700
H -1.4543 1.7559 4.5049
H -0.9182 1.0540 2.9688
H -0.7128 4.0210 3.7035
H -1.9165 3.3263 2.6060
H -0.1308 2.6583 1.3011
C -2.4476 -6.9379 -2.2254
C -1.1642 -6.6463 -1.4681
O -0.3718 -5.6594 -2.1126
H -2.2212 -7.2693 -3.2405
H -3.0324 -7.7130 -1.7248
H -3.0588 -6.0384 -2.2979
H -0.5456 -7.5424 -1.4072
H -1.3945 -6.3205 -0.4468
H -0.8923 -4.8447 -2.1632
C 1.8010 6.8423 -0.0375
C 1.1817 5.5782 -0.6094
O 1.7555 4.4072 -0.0567
H 2.8766 6.8520 -0.2189
H 1.3612 7.7356 -0.4856
H 1.6492 6.8898 1.0437
H 1.3478 5.5260 -1.6853
H 0.0997 5.5730 -0.4302
H 1.5873 4.4165 0.8930
C 0.1602 5.2066 6.8480
C -0.0091 6.5526 6.1683
O 0.9156 6.7323 5.1010
H 1.1747 5.0982 7.2327
H -0.5424 5.0911 7.6749
H -0.0065 4.3939 6.1368
H 0.1755 7.3640 6.8711
H -1.0306 6.6592 5.7861
H 0.7658 6.0346 4.4543
```

=====

[7]
The following is a quantum chemistry calculation of the ion C3H11N2O with charge +1 at a distorted geometry, from OMol25.

Calculated values
- energy above the lowest of the compared OMol25 structures with the same formula, charge and spin (kJ/mol) = 228.0
- HOMO energy (eV) = -14.757
- frontier orbital gap (eV) = 11.56
- multiplicity = 1
- charge = +1

The geometry in XYZ format:
```
17
C3H11N2O ωB97M-V/def2-TZVPD
C 0.3888 -1.4321 -0.6519
C -0.5595 -0.7039 0.3113
O -0.0770 -0.9712 1.7162
C -0.4136 0.7878 0.1579
N -0.7981 1.2450 -1.1164
N 1.1283 1.0226 0.3427
H 1.4625 -1.2513 -0.3458
H 0.2785 -2.4229 -0.7526
H 0.0643 -0.8362 -1.4654
H -1.5975 -0.9202 0.3610
H -0.6973 -1.7050 2.1182
H -0.8633 1.2499 0.9358
H -1.4648 1.9625 -1.0044
H -1.1021 0.6353 -1.7879
H 1.2284 1.8769 0.9162
H 1.5957 1.2265 -0.5682
H 1.4269 0.2364 0.8335
```

=====

[8]
The following is a quantum chemistry calculation of a structure of composition C20H30MnNP at a distorted geometry, from OMol25.

Calculated values
- HOMO energy (alpha / beta) (eV) = -14.343 / -14.409
- frontier orbital gap (alpha / beta) (eV) = 5.33 / 4.34
- multiplicity = 4
- charge = +2

The geometry in XYZ format:
```
53
C20H30MnNP ωB97M-V/def2-TZVPD
C -3.1744 -1.0718 2.4917
C -2.1434 -1.9766 2.2156
C -1.0338 -1.6251 1.4200
C -0.9459 -0.3062 0.8934
C -2.0402 0.5814 1.1210
C -3.1332 0.2037 1.9201
C -0.0215 -2.7072 1.0923
C 0.4577 -2.6351 -0.3681
N -0.2801 -3.5258 -1.2611
Mn 0.5546 0.3977 -0.3236
C -2.0628 1.9037 0.3742
P -1.2918 1.4993 -1.2697
H -2.1962 -2.9959 2.6170
H -3.9578 0.9089 2.0785
H -4.0204 -1.3715 3.1197
H -1.4108 2.6639 0.8453
H -3.0819 2.3228 0.2879
H 0.8675 -2.6171 1.7338
H -0.4796 -3.6897 1.3007
H 0.4427 -1.5726 -0.7216
C -1.1693 3.0953 -2.1872
C -2.6168 0.5737 -2.1571
H 1.5165 -2.9630 -0.3844
C -1.6141 -3.0460 -1.5915
C 0.4898 -3.8503 -2.4519
H 1.8494 1.3557 -1.1435
H -2.1312 -3.7933 -2.2186
H -2.2081 -2.9062 -0.6734
H -1.6074 -2.0754 -2.1487
H -0.0571 -4.5933 -3.0594
H 0.6978 -2.9646 -3.1035
H 1.4588 -4.2888 -2.1556
H -3.5312 1.1817 -2.2738
H -2.2482 0.2655 -3.1499
H -2.8445 -0.3302 -1.5684
H -2.1534 3.5903 -2.2646
H -0.4672 3.7598 -1.6563
H -0.7777 2.9098 -3.2019
H 1.7935 0.6612 -1.6080
C 1.1596 0.7819 1.6954
C 2.4254 1.5790 1.5116
C 3.4559 1.0580 0.7083
C 4.5988 1.8199 0.4244
C 4.7367 3.0915 0.9795
C 3.7385 3.6060 1.8134
C 2.5834 2.8566 2.0745
H 1.4401 -0.1738 2.1913
H 0.4242 1.3391 2.3263
H 3.3614 0.0832 0.2444
H 5.3684 1.4301 -0.2307
H 5.6160 3.6856 0.7525
H 3.8534 4.5951 2.2363
H 1.8096 3.2791 2.7037
```